Entry from the OMol25 dataset: 2 unconnected molecules or ions with the total composition C2H6N2O3 in a non-equilibrium geometry (wB97M-V/def2-TZVPD).

Atoms and positions in Å:
C1 -1.363 -0.580 0.153
C2 1.545 -0.449 0.205
N1 -1.991 0.516 0.240
N2 0.395 0.276 0.745
O1 -1.466 -1.752 -0.069
O2 -3.366 0.774 -0.081
O3 0.319 1.532 0.118
H1 1.680 -1.304 0.959
H2 1.432 -0.867 -0.846
H3 2.398 0.351 0.284
H4 -1.541 1.316 0.468
H5 -3.758 0.283 -0.781
H6 0.444 1.578 -0.828

multiplicity = 1
ΔE to the lowest compared entry with this formula, charge and spin = 687.29 kJ/mol
M = 106.08 g/mol
energy = -414.8338 a.u.